No. 1
{
  "formula": "C23H42N4O5",
  "method": "ωB97M-V with the def2-TZVPD basis set",
  "elements": ["C", "C", "O", "C", "H", "H", "H", "H", "H", "H", "C", "C", "O", "C", "H", "H", "H", "H", "H", "H", "C", "C", "O", "C", "H", "H", "H", "H", "H", "H", "C", "C", "O", "C", "H", "H", "H", "H", "H", "H", "C", "C", "O", "C", "H", "H", "H", "H", "H", "H", "C", "C", "N", "H", "H", "H", "C", "C", "N", "H", "H", "H", "C", "C", "N", "H", "H", "H", "C", "C", "N", "H", "H", "H"],
  "coordinates": [[2.484, -1.915, 4.557], [3.377, -0.801, 4.096], [3.969, -0.056, 4.810], [3.556, -0.714, 2.590], [2.955, -2.878, 4.354], [1.536, -1.811, 4.031], [2.369, -1.893, 5.640], [4.580, -0.564, 2.267], [2.958, 0.136, 2.243], [3.128, -1.620, 2.164], [-1.531, 3.275, -5.742], [-2.230, 3.321, -4.404], [-3.415, 3.485, -4.370], [-1.441, 3.048, -3.148], [-2.204, 2.809, -6.459], [-0.590, 2.719, -5.727], [-1.260, 4.269, -6.105], [-0.472, 2.612, -3.397], [-1.981, 2.343, -2.527], [-1.238, 3.991, -2.641], [-0.854, -1.109, -4.462], [0.149, -2.173, -4.153], [-0.082, -2.992, -3.310], [1.463, -2.180, -4.885], [-0.611, -0.181, -3.943], [-1.844, -1.453, -4.174], [-0.888, -0.783, -5.506], [1.341, -2.415, -5.945], [2.091, -2.969, -4.478], [1.930, -1.197, -4.786], [0.203, 0.565, -0.838], [-0.757, 1.144, 0.171], [-1.430, 2.130, -0.029], [-0.879, 0.388, 1.487], [-0.080, -0.445, -1.137], [1.075, 0.360, -0.203], [0.421, 1.261, -1.633], [-1.673, -0.350, 1.378], [-1.148, 1.072, 2.290], [0.101, -0.049, 1.687], [2.563, -3.839, -0.877], [2.400, -2.389, -0.527], [1.554, -2.024, 0.262], [3.381, -1.397, -1.112], [1.996, -4.429, -0.160], [3.620, -4.102, -0.897], [2.114, -4.084, -1.845], [3.283, -0.456, -0.572], [3.215, -1.221, -2.174], [4.407, -1.740, -0.961], [-2.128, -3.133, -0.789], [-1.180, -4.206, -0.483], [-0.461, -5.040, -0.221], [-1.669, -2.169, -0.602], [-2.998, -3.346, -0.164], [-2.442, -3.240, -1.825], [1.580, 2.881, 3.609], [1.259, 4.081, 2.860], [0.987, 5.033, 2.303], [2.632, 2.777, 3.849], [1.171, 2.009, 3.097], [1.014, 2.874, 4.543], [-4.495, -1.395, 2.518], [-4.551, -2.850, 2.496], [-4.575, -3.996, 2.466], [-3.759, -1.039, 1.800], [-4.220, -1.026, 3.507], [-5.461, -0.945, 2.298], [-2.156, 5.465, 4.716], [-1.848, 4.059, 4.539], [-1.611, 2.960, 4.349], [-2.746, 5.669, 5.606], [-2.724, 5.832, 3.861], [-1.233, 6.042, 4.767]],
  "forces_ev_per_a": [[0.093, 0.136, 0.701], [0.403, -0.843, -1.410], [0.491, 1.023, 1.356], [-0.821, -0.262, 0.038], [-0.131, 0.026, -0.470], [-0.104, -0.378, 0.076], [-0.256, 0.275, -0.046], [0.145, 0.028, 0.248], [0.043, -0.064, -0.098], [0.123, 0.126, -0.382], [0.583, -0.107, -0.317], [0.632, -0.523, -0.191], [-1.010, 0.308, 0.166], [0.510, -0.037, -0.568], [-0.041, 0.137, -0.073], [-0.124, -0.068, 0.155], [-0.253, 0.093, 0.114], [0.038, 0.028, 0.012], [-0.147, 0.284, 0.325], [-0.210, -0.092, 0.304], [-0.435, 0.614, -0.627], [0.339, 0.343, -0.619], [-0.236, -0.748, 0.844], [0.117, -0.145, -0.069], [0.044, -0.060, 0.416], [0.000, 0.110, 0.149], [0.163, -0.402, -0.048], [-0.189, 0.283, -0.022], [0.094, 0.155, 0.182], [0.122, -0.059, -0.151], [0.381, -0.037, 1.393], [-1.016, 0.022, 0.034], [0.267, 0.005, -0.162], [0.575, 0.548, -0.304], [-0.245, 0.124, -0.309], [0.309, 0.139, -0.572], [-0.053, -0.032, -0.312], [0.244, -0.283, 0.069], [-0.116, 0.073, -0.053], [-0.333, -0.525, 0.229], [-0.291, -0.137, 0.022], [0.106, -0.127, 0.010], [-0.095, 0.060, -0.045], [0.101, 0.257, 0.445], [0.187, -0.071, 0.089], [-0.006, -0.115, -0.025], [0.124, 0.277, -0.089], [-0.096, 0.060, -0.131], [-0.003, -0.148, -0.086], [-0.058, -0.142, -0.208], [-0.127, -1.046, 0.100], [-1.195, 1.747, -0.567], [1.328, -1.608, 0.477], [-0.115, 0.121, 0.039], [-0.020, 0.482, 0.082], [0.138, 0.228, -0.078], [-0.642, -0.474, 0.462], [0.446, -1.132, 0.816], [-0.375, 1.326, -0.791], [0.113, -0.014, -0.251], [0.365, -0.021, -0.239], [0.109, 0.273, 0.051], [-0.045, 0.356, 0.237], [-0.024, 0.108, 0.015], [-0.011, -0.058, -0.037], [-0.059, 0.007, -0.023], [0.153, -0.182, -0.012], [-0.028, -0.190, -0.202], [-0.030, 0.583, -0.145], [-0.302, 0.742, 0.074], [0.220, -0.946, -0.063], [0.052, -0.255, 0.117], [0.059, -0.117, -0.059], [0.025, -0.058, 0.006]],
  "homo_lumo_gap_ev": 9.8,
  "fmax_ha_per_bohr": 0.04261,
  "energy_ev": -40728.2092,
  "homo_energy_ev": -9.521
}

=====

No. 2
{
  "formula": "C23H43AsNO6P2PdS",
  "method": "ωB97M-V with the def2-TZVPD basis set",
  "elements": ["Pd", "C", "C", "C", "O", "P", "O", "C", "P", "O", "O", "C", "C", "C", "O", "C", "C", "C", "O", "C", "C", "C", "H", "H", "H", "H", "H", "H", "H", "H", "H", "H", "H", "H", "H", "H", "H", "H", "H", "H", "H", "H", "H", "H", "H", "H", "H", "H", "H", "H", "H", "H", "S", "C", "N", "C", "As", "C", "C", "C", "C", "C", "C", "C", "C", "H", "H", "H", "H", "H", "H", "H", "H", "H", "H", "H", "H", "H"],
  "coordinates": [[-0.517, -0.170, -1.804], [4.022, -1.961, 2.294], [4.005, -1.763, 0.791], [5.344, -1.300, 0.250], [3.024, -0.725, 0.503], [1.884, -0.829, -0.557], [1.387, 0.549, -0.848], [0.670, -2.041, 0.077], [-0.468, -1.199, 1.230], [-1.240, -0.095, 0.619], [0.537, -0.752, 2.366], [0.321, 0.468, 3.147], [1.351, 1.500, 2.735], [0.420, 0.089, 4.612], [-1.485, -2.246, 1.806], [-1.318, -3.562, 2.393], [-1.312, -4.613, 1.296], [-0.100, -3.652, 3.296], [2.481, -1.620, -1.797], [2.841, -1.116, -3.121], [3.948, -2.025, -3.616], [1.645, -1.157, -4.057], [4.743, -2.734, 2.556], [3.039, -2.251, 2.666], [4.314, -1.029, 2.779], [3.698, -2.684, 0.287], [5.626, -0.363, 0.731], [5.286, -1.134, -0.826], [6.107, -2.049, 0.453], [1.214, -2.847, 0.573], [0.098, -2.457, -0.756], [-0.683, 0.836, 2.930], [2.354, 1.162, 2.997], [1.150, 2.444, 3.242], [1.314, 1.661, 1.659], [1.387, -0.377, 4.812], [-0.370, -0.610, 4.886], [0.323, 0.980, 5.231], [-2.222, -3.682, 2.990], [-0.378, -4.590, 0.731], [-2.146, -4.451, 0.612], [-1.420, -5.601, 1.742], [0.814, -3.457, 2.733], [-0.038, -4.654, 3.719], [-0.163, -2.936, 4.114], [3.208, -0.093, -3.012], [3.586, -3.052, -3.665], [4.809, -1.992, -2.948], [4.263, -1.713, -4.610], [1.141, -2.120, -3.976], [1.974, -1.026, -5.087], [0.935, -0.349, -3.846], [-4.363, -1.855, -1.432], [-2.890, -1.704, -1.990], [-1.781, -1.613, -2.439], [-0.708, 3.479, -2.877], [-1.449, 2.090, -1.722], [-1.338, 2.960, 0.005], [-3.387, 2.089, -2.148], [-4.074, 3.268, -1.539], [-4.120, 4.488, -2.211], [-4.722, 5.592, -1.629], [-5.277, 5.490, -0.361], [-5.247, 4.277, 0.313], [-4.648, 3.174, -0.272], [-1.141, 4.439, -2.604], [-0.917, 3.256, -3.921], [0.371, 3.519, -2.733], [-1.774, 3.954, -0.068], [-0.290, 3.027, 0.295], [-1.873, 2.363, 0.739], [-3.779, 1.145, -1.765], [-3.468, 2.088, -3.235], [-3.698, 4.562, -3.207], [-4.763, 6.531, -2.165], [-5.741, 6.354, 0.097], [-5.691, 4.196, 1.296], [-4.634, 2.221, 0.246]],
  "forces_ev_per_a": [[0.171, 0.335, -0.068], [-0.107, 0.063, -0.124], [0.283, -0.183, 0.152], [-0.230, 0.032, -0.032], [-0.145, 0.258, -0.002], [1.343, -1.014, -0.120], [-0.977, 0.014, -0.519], [-0.024, 0.847, 0.140], [-0.388, -0.204, 0.520], [0.239, -0.107, -0.013], [-0.063, -0.102, -0.240], [-0.022, 0.205, 0.351], [-0.067, -0.215, -0.142], [-0.036, -0.108, -0.165], [0.225, 0.152, -0.111], [0.152, -0.391, 0.066], [-0.072, 0.189, 0.028], [-0.154, 0.167, -0.067], [-0.586, 0.208, 0.381], [0.275, -0.027, -0.438], [-0.006, 0.064, 0.191], [-0.048, 0.128, 0.305], [0.002, -0.008, 0.011], [0.007, 0.002, 0.000], [0.007, -0.021, 0.036], [-0.033, 0.028, -0.020], [0.044, -0.011, 0.000], [0.048, -0.018, 0.020], [0.015, 0.001, -0.013], [0.048, 0.011, -0.015], [-0.042, -0.124, 0.032], [0.002, -0.032, -0.083], [0.011, 0.019, 0.011], [0.015, -0.011, 0.029], [0.013, 0.035, -0.037], [0.008, 0.030, 0.033], [0.011, 0.017, 0.028], [0.006, 0.004, 0.014], [0.002, 0.049, -0.008], [-0.015, -0.054, -0.009], [0.017, -0.012, -0.006], [0.038, -0.018, -0.016], [0.051, -0.063, 0.073], [-0.007, -0.018, -0.017], [0.055, 0.000, -0.016], [-0.024, -0.007, 0.096], [0.011, -0.004, -0.044], [0.013, -0.016, -0.037], [0.025, -0.006, 0.001], [-0.053, 0.003, -0.033], [0.043, 0.007, 0.007], [-0.021, -0.115, 0.024], [0.113, -0.004, -0.030], [-0.185, -0.009, -0.022], [0.003, 0.919, 0.064], [0.193, -0.423, -0.046], [-0.660, 0.239, -0.233], [0.219, -0.372, 0.131], [0.340, -0.191, 0.089], [-0.015, 0.155, 0.081], [0.015, -0.077, -0.038], [0.024, 0.012, 0.033], [-0.022, 0.044, -0.007], [0.026, 0.049, 0.017], [0.010, -0.098, -0.060], [-0.105, -0.053, 0.077], [-0.023, -0.022, 0.016], [-0.012, -0.004, 0.020], [-0.027, -0.003, -0.137], [-0.004, -0.023, -0.040], [0.012, -0.021, -0.025], [-0.008, -0.017, -0.036], [0.072, -0.080, -0.016], [-0.015, 0.028, 0.000], [0.006, -0.004, -0.001], [-0.013, -0.014, -0.003], [-0.008, -0.027, -0.009], [0.003, 0.015, 0.021]],
  "charge": 1,
  "homo_lumo_gap_ev": [6.0, 6.3],
  "fmax_ha_per_bohr": 0.03281,
  "energy_ev": -132054.6391,
  "homo_energy_ev": [-11.111, -11.013]
}

=====

No. 3
{
  "formula": "C23H43ClN5O16PS",
  "method": "ωB97M-V with the def2-TZVPD basis set",
  "elements": ["C", "O", "C", "C", "C", "C", "C", "C", "C", "C", "C", "C", "C", "C", "C", "S", "C", "O", "C", "Cl", "C", "P", "O", "O", "O", "C", "O", "H", "H", "H", "H", "H", "H", "H", "H", "H", "H", "H", "H", "H", "H", "H", "H", "H", "H", "H", "H", "H", "H", "H", "H", "H", "H", "H", "H", "C", "N", "O", "O", "H", "H", "H", "C", "N", "O", "O", "H", "H", "H", "C", "N", "O", "O", "H", "H", "H", "C", "N", "O", "O", "H", "H", "H", "C", "N", "O", "O", "H", "H", "H"],
  "coordinates": [[2.789, 0.722, 1.647], [3.598, -0.412, 1.484], [2.945, -1.503, 0.845], [2.759, -2.668, 1.805], [2.745, -4.017, 1.097], [1.559, -4.132, 0.127], [0.444, -5.060, 0.566], [-0.313, -4.581, 1.818], [-1.799, -4.234, 1.625], [-2.096, -2.768, 1.914], [-1.354, -1.774, 0.999], [-2.276, -0.810, 0.231], [-1.767, 0.642, 0.187], [-1.154, 1.217, -1.067], [-0.636, 2.456, -1.080], [-0.589, 3.588, 0.239], [-0.046, 2.997, -2.314], [-0.113, 4.155, -2.641], [0.630, 1.977, -3.166], [1.983, 2.562, -3.999], [0.135, 0.741, -3.223], [0.829, -0.585, -4.237], [1.598, -0.150, -5.390], [-0.400, -1.486, -4.655], [1.676, -1.427, -3.199], [-1.091, 0.495, -2.369], [-1.990, -0.209, -2.777], [3.382, 1.497, 2.117], [2.437, 1.111, 0.688], [1.926, 0.521, 2.282], [1.988, -1.146, 0.461], [3.563, -1.794, -0.005], [3.557, -2.598, 2.537], [1.818, -2.530, 2.326], [2.684, -4.808, 1.838], [3.680, -4.134, 0.556], [1.139, -3.137, 0.005], [1.911, -4.457, -0.846], [0.839, -6.053, 0.755], [-0.256, -5.155, -0.261], [0.172, -3.701, 2.227], [-0.227, -5.353, 2.576], [-2.142, -4.488, 0.624], [-2.406, -4.834, 2.298], [-3.168, -2.609, 1.828], [-1.844, -2.560, 2.951], [-0.812, -2.374, 0.271], [-0.599, -1.227, 1.560], [-2.472, -1.207, -0.752], [-3.237, -0.796, 0.734], [-2.563, 1.305, 0.518], [-0.994, 0.730, 0.949], [-0.551, 2.766, 1.291], [-0.880, -1.845, -3.897], [1.246, -1.578, -2.349], [-0.319, 6.606, 3.509], [-0.238, 5.141, 3.760], [0.727, 4.716, 4.350], [-1.158, 4.463, 3.344], [0.563, 7.072, 3.931], [-0.370, 6.746, 2.433], [-1.227, 6.965, 3.983], [-4.689, 4.334, 1.505], [-4.676, 2.859, 1.702], [-3.733, 2.384, 2.299], [-5.603, 2.231, 1.241], [-3.797, 4.742, 1.965], [-4.708, 4.515, 0.435], [-5.594, 4.714, 1.971], [-1.999, -3.726, -6.789], [-2.560, -4.803, -5.929], [-3.101, -5.744, -6.465], [-2.433, -4.659, -4.730], [-2.180, -3.978, -7.826], [-2.495, -2.802, -6.510], [-0.938, -3.662, -6.571], [2.606, -1.302, 6.250], [1.327, -1.329, 5.488], [1.380, -1.115, 4.295], [0.319, -1.568, 6.112], [3.408, -1.079, 5.557], [2.510, -0.536, 7.013], [2.729, -2.279, 6.706], [2.321, 6.184, -4.287], [3.534, 7.005, -4.551], [3.696, 7.440, -5.670], [4.285, 7.184, -3.615], [1.750, 6.111, -5.204], [2.652, 5.208, -3.951], [1.755, 6.681, -3.506]],
  "forces_ev_per_a": [[-0.112, 0.097, 0.008], [0.094, -0.079, -0.012], [0.224, 0.350, 0.169], [-0.092, 0.027, -0.206], [-0.232, 0.294, 0.066], [0.247, -0.095, -0.024], [-0.253, 0.187, 0.137], [-0.132, -0.183, -0.117], [0.059, 0.120, 0.227], [-0.035, 0.083, -0.047], [-0.156, -0.387, -0.326], [0.145, 0.125, 0.418], [-0.017, -0.303, -0.314], [0.069, -0.106, 0.215], [-0.115, -0.398, 0.433], [-0.041, 0.802, 0.245], [-0.237, 0.318, -0.299], [0.197, 0.060, 0.208], [0.130, -0.270, -0.216], [0.258, -0.012, -0.291], [-0.181, 0.003, 0.205], [-0.068, 0.243, -0.747], [0.118, 0.067, -0.007], [0.018, -0.230, 0.113], [0.168, -0.206, 0.420], [-0.080, 0.164, -0.266], [0.184, -0.238, 0.342], [0.176, 0.083, 0.106], [-0.056, 0.022, -0.195], [-0.157, -0.088, 0.111], [-0.174, -0.059, -0.170], [0.104, -0.099, -0.147], [0.184, -0.107, 0.136], [-0.063, 0.049, 0.297], [0.088, -0.217, 0.115], [0.180, -0.121, -0.044], [-0.144, 0.179, -0.226], [0.085, -0.028, -0.272], [0.181, -0.213, -0.103], [-0.148, -0.119, -0.113], [0.186, 0.091, 0.125], [-0.010, -0.060, 0.236], [0.053, -0.013, -0.267], [-0.107, -0.129, 0.098], [-0.202, 0.069, -0.023], [0.025, 0.037, 0.192], [0.255, -0.001, -0.162], [0.059, 0.125, 0.159], [-0.100, -0.006, -0.351], [-0.178, 0.102, 0.105], [-0.084, 0.228, -0.038], [0.094, 0.101, 0.210], [-0.191, -0.310, -0.082], [-0.387, -0.003, -0.136], [0.130, -0.120, 0.104], [0.080, 0.050, 0.047], [-0.005, 0.021, -0.019], [0.091, -0.021, 0.043], [-0.075, -0.010, -0.097], [0.022, -0.014, 0.013], [-0.050, -0.012, -0.016], [-0.043, -0.011, -0.034], [0.082, 0.068, 0.066], [0.040, 0.129, -0.031], [0.083, -0.114, 0.082], [-0.073, -0.046, -0.049], [0.027, -0.029, 0.010], [-0.054, -0.008, -0.019], [-0.048, -0.008, -0.044], [0.017, 0.018, -0.119], [0.030, 0.049, -0.012], [-0.033, -0.054, -0.044], [0.024, 0.037, 0.107], [-0.036, -0.068, 0.007], [0.052, 0.034, 0.052], [0.001, 0.070, 0.051], [0.091, 0.034, -0.066], [0.056, -0.005, 0.032], [-0.060, 0.064, -0.106], [-0.072, -0.031, 0.054], [-0.010, 0.004, -0.030], [-0.030, -0.024, 0.046], [-0.035, -0.001, 0.050], [-0.089, 0.028, -0.121], [-0.061, -0.027, 0.012], [0.001, 0.026, -0.085], [0.059, 0.012, 0.091], [0.016, 0.014, -0.031], [0.015, 0.040, 0.097], [0.029, -0.037, 0.064]],
  "homo_lumo_gap_ev": 7.7,
  "fmax_ha_per_bohr": 0.01632,
  "energy_ev": -97392.0111,
  "homo_energy_ev": -9.552
}